# 1
C30H25CoF3N4PS as an isolated structure. Source: OMol25; level of theory: wB97M-V/def2-TZVPD.

Last column: Löwdin charge in e.
Geometry (Å):
Co: 0.139 -0.448 0.403  0.4229
F: 0.438 0.177 5.360  0.1372
C: 0.997 1.328 4.960  -0.6130
F: 0.743 2.242 5.913  0.1396
F: 2.318 1.150 4.912  0.1532
C: 0.442 1.778 3.634  -0.1148
C: -0.221 2.984 3.545  0.0268
C: -0.799 3.388 2.343  -0.0321
C: -0.683 2.551 1.267  -0.1162
N: -0.006 1.394 1.330  -0.0626
C: 0.566 0.976 2.489  -0.6658
S: 1.357 -0.581 2.363  0.6755
H: -0.306 3.608 4.424  0.1327
H: -1.331 4.324 2.256  0.1173
H: -1.118 2.808 0.308  0.1153
C: -2.817 -2.740 1.120  -0.2173
P: -2.112 -1.157 0.590  0.9714
C: -3.039 0.059 1.568  -0.3658
C: -2.736 0.120 2.931  -0.1038
C: -3.377 1.041 3.745  -0.0658
C: -4.313 1.914 3.202  -0.0673
C: -4.609 1.862 1.848  -0.0656
C: -3.973 0.937 1.028  -0.0783
C: -2.611 -0.941 -1.145  -0.3786
C: -2.230 0.247 -1.784  -0.1225
C: -2.452 0.425 -3.140  -0.0630
C: -3.046 -0.592 -3.880  -0.0646
C: -3.422 -1.772 -3.258  -0.0617
C: -3.208 -1.947 -1.895  -0.0777
H: -3.888 -2.725 0.917  0.0654
H: -2.657 -2.854 2.191  0.0533
H: -2.351 -3.581 0.609  0.0372
H: -1.989 -0.546 3.358  0.1084
H: -3.145 1.079 4.803  0.1153
H: -4.815 2.633 3.839  0.1119
H: -5.344 2.537 1.427  0.1112
H: -4.221 0.892 -0.025  0.1031
H: -1.785 1.054 -1.207  0.0859
H: -2.169 1.354 -3.620  0.1123
H: -3.221 -0.459 -4.941  0.1123
H: -3.892 -2.561 -3.833  0.1124
H: -3.517 -2.874 -1.424  0.0991
C: 2.595 -2.068 -2.749  -0.0260
C: 1.935 -1.197 -1.911  -0.0978
N: 0.981 -1.612 -1.063  -0.0307
C: 0.676 -2.912 -1.020  -0.0768
C: 1.292 -3.862 -1.815  -0.1702
C: 2.259 -3.410 -2.706  0.0131
C: 0.908 -5.284 -1.821  -0.0253
C: 0.390 -6.056 -0.875  -0.0186
C: 0.125 -5.788 0.550  -0.2724
C: -0.571 -6.729 1.294  -0.0009
C: -0.791 -6.448 2.630  -0.1078
N: -0.339 -5.333 3.207  0.0941
C: 0.335 -4.506 2.408  -0.1865
N: 0.579 -4.663 1.108  0.1159
H: 3.353 -1.697 -3.426  0.1191
H: 2.159 -0.138 -1.911  0.1199
H: -0.091 -3.212 -0.317  0.0815
H: 2.756 -4.116 -3.362  0.1300
H: 1.074 -5.769 -2.779  0.1186
H: 0.165 -7.075 -1.174  0.1143
H: -0.928 -7.648 0.848  0.1165
H: -1.342 -7.136 3.262  0.1160
H: 0.726 -3.601 2.866  0.0909

As for the spin multiplicity: 4. Its HOMO energy (spin up / spin down) is -10.91 / -10.98 eV. Its frontier orbital gap (spin up / spin down) is 7.9 / 7.8 eV. As for the charge: +1.

# 2
C30H25F3N6NaO3 as an isolated structure. Source: OMol25; level of theory: wB97M-V/def2-TZVPD.

Last column: Löwdin charge in e.
Geometry (Å):
Na: 0.189 -0.154 -0.252  0.1625
O: 4.154 0.916 0.243  -0.0638
C: 2.923 0.830 0.492  -0.5621
N: 2.187 -0.236 0.711  0.0222
C: 2.924 -1.481 0.601  -0.1796
C: 2.105 -2.637 0.075  -0.2583
C: 2.497 -3.918 0.268  -0.0688
C: 1.787 -5.005 -0.379  -0.1122
C: 0.684 -4.775 -1.100  -0.0646
C: 0.139 -3.400 -1.205  -0.1496
N: 0.978 -2.294 -0.652  0.0748
C: 2.168 2.142 0.551  -0.1943
C: 2.810 3.267 1.077  -0.0171
C: 2.151 4.480 1.082  -0.0844
C: 0.874 4.550 0.535  -0.0853
C: 0.319 3.385 0.034  -0.1471
N: 0.935 2.206 0.051  0.1159
H: 3.330 -1.782 1.576  0.1200
H: 3.796 -1.347 -0.054  0.1098
H: 3.397 -4.131 0.832  0.0916
H: 2.197 -6.006 -0.300  0.0868
H: 0.181 -5.560 -1.653  0.0866
H: -0.301 -3.150 -2.172  0.1315
H: 3.817 3.159 1.456  0.1102
H: 2.625 5.366 1.490  0.0962
H: 0.331 5.485 0.493  0.0901
H: -0.677 3.388 -0.401  0.0926
C: 2.511 -0.699 -4.143  -0.0468
C: 1.531 -0.787 -5.117  -0.0744
C: 0.251 -0.341 -4.834  -0.0227
C: -0.013 0.186 -3.570  -0.2015
N: 0.932 0.259 -2.635  0.1379
C: 2.155 -0.170 -2.908  -0.0902
C: -1.354 0.690 -3.168  -0.1889
C: -2.408 0.841 -4.071  -0.0164
C: -3.630 1.300 -3.611  -0.0750
C: -3.775 1.602 -2.266  -0.0610
C: -2.669 1.434 -1.445  -0.1222
N: -1.498 1.000 -1.880  0.1415
H: 3.519 -1.044 -4.326  0.1020
H: 1.756 -1.208 -6.090  0.1005
H: -0.525 -0.426 -5.582  0.0950
H: 2.877 -0.090 -2.099  0.1098
H: -2.284 0.610 -5.119  0.0970
H: -4.461 1.419 -4.295  0.1011
H: -4.718 1.954 -1.868  0.0978
H: -2.722 1.659 -0.383  0.0997
F: -4.376 0.819 5.630  0.1300
C: -3.186 1.446 5.595  -0.5778
F: -3.433 2.766 5.762  0.1301
F: -2.495 1.048 6.683  0.1347
C: -2.434 1.187 4.329  -0.1253
C: -1.143 1.684 4.201  0.0115
C: -0.480 1.464 3.004  -0.0943
N: -1.024 0.807 1.987  0.1116
C: -2.247 0.309 2.128  -0.1278
C: -3.002 0.479 3.282  0.0156
H: -0.678 2.225 5.014  0.1209
H: 0.531 1.827 2.846  0.1115
H: -2.609 -0.277 1.288  0.1033
H: -3.995 0.061 3.367  0.1172
C: -0.326 -2.555 2.275  -0.0727
O: -0.374 -3.368 1.122  -0.0792
C: -0.463 -2.642 -0.071  -0.6245
O: -1.324 -1.700 -0.173  -0.1077
H: -0.044 -3.209 3.101  0.0872
H: -1.302 -2.107 2.482  0.0669
H: 0.411 -1.751 2.165  0.0822

As for the energy above the lowest of the compared OMol25 structures with the same formula, charge and spin: 131.21 kJ/mol. Its HOMO energy is -3.22 eV. Its frontier orbital gap is 5.3 eV. As for the charge: -1.

# 3
C30H25F3N6OPdS as an isolated structure. Source: OMol25; level of theory: wB97M-V/def2-TZVPD.

Last column: Löwdin charge in e.
Geometry (Å):
Pd: -0.666 -0.163 -1.023  0.6714
S: -2.069 -0.257 -2.939  0.6833
C: -3.292 -1.212 -2.282  -0.8220
N: -4.299 -1.575 -3.080  0.0677
N: -5.347 -2.208 -2.665  0.0531
C: -5.981 -2.311 -1.396  -0.2382
C: -6.705 -3.471 -1.151  -0.0152
C: -7.381 -3.602 0.053  -0.0610
C: -7.343 -2.577 0.986  -0.0656
C: -6.648 -1.403 0.709  -0.0640
C: -5.966 -1.259 -0.484  -0.0412
N: -3.236 -1.773 -0.997  0.0331
N: -2.385 -1.272 -0.233  -0.0620
C: -2.327 -1.849 1.065  -0.2540
C: -2.960 -3.048 1.382  -0.0081
C: -2.844 -3.540 2.668  -0.0516
C: -2.117 -2.840 3.627  -0.0597
C: -1.505 -1.637 3.307  -0.0717
C: -1.606 -1.138 2.019  -0.0543
H: -5.865 -2.612 -3.436  0.1657
H: -6.729 -4.266 -1.885  0.1209
H: -7.940 -4.505 0.256  0.1143
H: -7.873 -2.680 1.923  0.1116
H: -6.655 -0.590 1.422  0.1113
H: -5.464 -0.331 -0.721  0.1138
H: -3.524 -3.580 0.629  0.1127
H: -3.319 -4.475 2.928  0.1155
H: -2.033 -3.236 4.630  0.1133
H: -0.962 -1.086 4.063  0.1072
H: -1.157 -0.190 1.742  0.0870
C: 3.035 -0.821 1.312  0.0349
C: 1.992 -0.374 0.337  -0.3590
O: 1.107 -1.149 0.001  0.0074
N: 2.984 2.016 0.033  0.0292
C: 2.948 3.077 -1.026  0.0037
C: 1.574 3.624 -1.225  -0.1407
C: 1.318 4.953 -1.457  0.0467
C: 0.024 5.345 -1.798  0.0334
C: -0.973 4.392 -1.918  0.0285
C: -0.673 3.071 -1.660  0.0165
N: 0.576 2.706 -1.297  0.0142
H: 2.652 -1.710 1.809  0.1104
H: 3.265 -0.057 2.054  0.0955
H: 3.962 -1.078 0.798  0.1026
H: 2.781 2.459 0.934  0.1984
H: 3.276 2.591 -1.947  0.1613
H: 3.664 3.853 -0.764  0.1623
H: 2.121 5.673 -1.392  0.1408
H: -0.192 6.390 -1.977  0.1392
H: -1.979 4.655 -2.206  0.1379
H: -1.384 2.255 -1.709  0.0745
F: 9.096 0.742 1.237  0.1674
C: 8.371 0.084 0.332  -0.5958
F: 8.983 0.180 -0.851  0.1693
F: 8.347 -1.210 0.678  0.1710
C: 6.959 0.626 0.252  -0.0746
C: 6.443 1.387 1.288  0.0418
C: 5.131 1.839 1.220  0.0071
C: 4.380 1.507 0.112  -0.2409
C: 4.877 0.757 -0.941  -0.0012
C: 6.186 0.313 -0.861  0.0410
C: 1.920 1.001 -0.259  -0.1198
C: 0.784 1.311 -0.940  -0.0756
H: 7.057 1.629 2.143  0.1403
H: 4.719 2.433 2.027  0.1350
H: 4.261 0.493 -1.791  0.1393
H: 6.607 -0.275 -1.665  0.1444

As for the energy above the lowest of the compared OMol25 structures with the same formula, charge and spin: 0.00 kJ/mol. Its HOMO energy (spin up / spin down) is -11.86 / -11.86 eV. Its frontier orbital gap (spin up / spin down) is 4.5 / 4.5 eV. As for the charge: +2.

Number 1: total energy -103376.010 eV. Number 2: total energy -59169.873 eV. Number 3: total energy -64953.345 eV.